1.
C2H5NOS as an isolated structure. Source: the Open Molecules 2025 dataset; level of theory: the ωB97M-V functional and the def2-TZVPD basis.

Structure (ORCA input):
```
! wB97M-V def2-TZVPD RIJCOSX def2/J DEFGRID3
* xyz 0 1
C 1.75 -0.06 -0.16
C -0.57 0.29 -0.07
H 1.60 1.17 -0.75
H 2.05 0.30 0.91
H 2.90 -0.54 -0.41
H -0.24 1.23 0.35
H -3.53 -0.50 0.23
N -1.87 0.20 0.10
O -2.47 -0.87 -0.22
S 0.38 -1.23 0.04
*
```

- Frontier orbital gap: 8.8 eV
- DFT total energy: -16522.1145 eV
- ΔE to the lowest compared entry with this formula, charge and spin: 144.52 kcal per mole
- Molar mass: 91.135 u
- Max |F|: 7.36 eV Å⁻¹

2.
A single C4H8O2 molecule. Source: the Open Molecules 2025 dataset; level of theory: the ωB97M-V functional and the def2-TZVPD basis.

Structure (ORCA input):
```
! wB97M-V def2-TZVPD RIJCOSX def2/J DEFGRID3
* xyz 0 1
C -1.18 0.75 1.94
C -0.36 1.10 -0.19
O -0.40 0.28 0.84
C -0.03 0.27 -1.40
C 0.65 -1.10 -1.28
O -0.08 -2.03 -0.51
H -0.85 1.75 2.24
H -2.22 0.78 1.60
H -1.07 0.02 2.74
H -1.07 0.13 -1.76
H 0.45 0.90 -2.16
H 1.67 -0.96 -0.89
H 0.73 -1.54 -2.28
H -0.13 -1.64 0.38
*
```

- Frontier orbital gap: 9.3 eV
- DFT total energy: -8369.4041 eV
- ΔE to the lowest compared entry with this formula, charge and spin: 89.42 kcal per mole
- Molar mass: 88.106 u
- Max |F|: 0.53 eV Å⁻¹

3.
A 5-piece molecular cluster, C26H62N3O9 overall. Source: the Open Molecules 2025 dataset; level of theory: the ωB97M-V functional and the def2-TZVPD basis.

Structure (ORCA input):
```
! wB97M-V def2-TZVPD RIJCOSX def2/J DEFGRID3
* xyz 0 2
C -2.56 -14.29 -10.10
C -1.89 -15.21 -11.10
N -2.94 -15.68 -12.16
C -4.12 -16.41 -11.44
C -3.53 -14.51 -12.97
C -2.53 -13.54 -13.62
C -2.17 -16.55 -13.16
C -1.88 -18.05 -12.84
O -1.03 -18.32 -11.78
C -1.09 -19.69 -11.33
H -3.50 -14.68 -9.70
H -2.88 -13.36 -10.56
H -1.88 -14.02 -9.30
H -1.53 -16.18 -10.77
H -1.09 -14.59 -11.51
H -4.77 -16.91 -12.16
H -4.86 -15.86 -10.86
H -3.67 -17.11 -10.74
H -4.08 -13.94 -12.21
H -4.26 -14.82 -13.72
H -3.06 -12.81 -14.24
H -1.78 -13.94 -14.31
H -1.96 -12.98 -12.87
H -1.25 -16.02 -13.42
H -2.74 -16.59 -14.09
H -1.76 -18.56 -13.80
H -2.80 -18.46 -12.43
H -2.08 -20.14 -11.27
H -0.61 -19.70 -10.35
H -0.43 -20.33 -11.92
C -2.28 -20.56 -17.13
C -2.25 -21.29 -15.73
N -2.92 -22.75 -15.55
C -2.87 -23.00 -14.04
C -4.46 -22.79 -15.94
C -5.27 -21.60 -15.43
C -2.04 -23.86 -16.30
C -0.49 -23.74 -16.20
O -0.11 -23.81 -14.80
C 1.22 -23.44 -14.57
H -1.65 -21.17 -17.79
H -1.96 -19.53 -17.04
H -3.27 -20.53 -17.59
H -2.75 -20.60 -15.06
H -1.25 -21.39 -15.30
H -1.89 -22.74 -13.65
H -3.20 -24.02 -13.80
H -3.49 -22.24 -13.56
H -4.72 -23.71 -15.43
H -4.62 -22.80 -17.02
H -5.26 -20.75 -16.12
H -5.10 -21.21 -14.43
H -6.30 -21.96 -15.54
H -2.40 -23.78 -17.33
H -2.26 -24.88 -16.00
H -0.20 -22.78 -16.62
H 0.03 -24.54 -16.73
H 1.31 -22.38 -14.30
H 1.93 -23.66 -15.37
H 1.47 -23.93 -13.64
C -1.61 -9.19 -17.58
C -1.20 -9.95 -18.81
N -1.13 -11.53 -18.65
C -2.59 -11.92 -18.92
C -0.31 -12.06 -19.85
C -0.01 -13.57 -19.90
C -0.63 -11.98 -17.23
C 0.82 -11.49 -16.84
O 1.90 -11.83 -17.67
C 3.19 -11.24 -17.46
H -2.48 -9.58 -17.05
H -2.01 -8.29 -18.05
H -0.76 -8.98 -16.93
H -0.17 -9.64 -18.95
H -1.76 -9.74 -19.72
H -2.75 -12.91 -18.48
H -2.98 -11.87 -19.93
H -3.26 -11.44 -18.20
H 0.68 -11.63 -19.96
H -0.82 -11.78 -20.77
H 0.46 -13.88 -20.84
H -0.92 -14.16 -19.81
H 0.67 -13.88 -19.11
H -0.57 -13.06 -17.32
H -1.40 -11.82 -16.47
H 1.05 -11.85 -15.84
H 0.79 -10.40 -16.83
H 4.00 -11.65 -18.06
H 3.58 -11.31 -16.44
H 3.05 -10.20 -17.75
O -2.24 -17.15 -16.35
C -2.44 -15.94 -16.79
O -3.48 -15.44 -16.48
O -1.58 -15.36 -17.47
H -3.08 -17.31 -15.91
O -6.36 -17.17 -16.08
C -5.91 -18.00 -15.21
O -6.65 -18.86 -14.70
O -4.72 -18.07 -15.02
H -5.49 -16.76 -16.08
*
```

- Frontier orbital gap (spin up / spin down): 1.3 / 6.5 eV
- DFT total energy: -50854.1713 eV
- ΔE to the lowest compared entry with this formula, charge and spin: 22.17 kcal per mole
- Molar mass: 560.794 u
- Max |F|: 7.01 eV Å⁻¹